C40H35MnN5OS2Si as an isolated structure, computed with wB97M-V/def2-TZVPD.

```
! RIJCOSX wB97M-V def2-TZVPD def2/J DEFGRID3
* xyz 0 4
Mn 0.391 0.367 0.246
C -2.380 -1.648 2.976
C -1.830 -0.776 1.879
N -0.550 -0.746 1.635
N 0.225 -1.628 2.408
C 1.481 -1.600 2.154
S 2.308 -0.593 1.012
S 2.570 -2.668 3.025
C 1.428 -3.914 3.697
C 0.996 -4.915 2.661
C 1.861 -5.922 2.247
C 1.479 -6.824 1.267
C 0.221 -6.731 0.687
C -0.652 -5.736 1.099
C -0.266 -4.834 2.082
C -2.805 0.027 1.132
C -4.177 -0.136 1.414
C -5.153 0.579 0.764
C -4.778 1.509 -0.210
C -3.454 1.705 -0.508
C -2.444 0.977 0.152
O -1.208 1.252 -0.174
H -1.594 -2.164 3.506
H -3.078 -2.375 2.558
H -2.936 -1.026 3.678
H 0.578 -3.392 4.130
H 1.989 -4.389 4.502
H 2.849 -5.992 2.687
H 2.164 -7.600 0.953
H -0.079 -7.435 -0.078
H -1.637 -5.660 0.656
H -0.944 -4.053 2.400
H -4.487 -0.845 2.166
H -6.194 0.426 1.008
H -5.535 2.082 -0.731
H -3.137 2.428 -1.248
N -1.539 2.458 -9.476
C -1.244 2.161 -8.406
C -0.874 1.788 -7.064
C 0.375 1.223 -6.823
C 0.728 0.869 -5.532
C -0.160 1.074 -4.481
C -1.408 1.633 -4.731
C -1.768 1.994 -6.018
C 0.197 0.683 -3.087
C -0.345 -0.494 -2.615
C -1.128 -1.451 -3.338
C -1.309 -2.519 -2.504
C -0.642 -2.185 -1.289
N -0.075 -1.000 -1.347
C 1.106 1.518 -2.403
C 1.937 2.492 -2.984
C 2.851 2.888 -2.019
C 2.531 2.169 -0.866
N 1.483 1.360 -1.074
H 1.057 1.058 -7.645
H 1.692 0.419 -5.336
H -2.099 1.779 -3.910
H -2.738 2.429 -6.217
H -1.473 -1.341 -4.352
H -1.830 -3.439 -2.711
H -0.568 -2.791 -0.394
H 1.887 2.827 -4.007
H 3.651 3.600 -2.122
H 2.999 2.225 0.106
C -0.806 2.197 3.019
Si 0.512 2.367 1.699
C 0.149 3.875 0.659
C 2.136 2.604 2.611
C 2.945 3.720 2.384
C 4.114 3.921 3.107
C 4.494 3.008 4.077
C 3.700 1.896 4.327
C 2.538 1.701 3.601
H -0.716 3.067 3.674
H -0.687 1.304 3.633
H -1.808 2.193 2.589
H -0.071 4.717 1.321
H -0.720 3.691 0.030
H 0.979 4.154 0.011
H 2.664 4.447 1.631
H 4.727 4.792 2.911
H 5.407 3.161 4.639
H 3.991 1.180 5.084
H 1.933 0.824 3.807
*
```

Calculated values
Maximum force   0.263 eV Å⁻¹
Frontier orbital gap (spin up / spin down)   0.25630 / 0.24561 hartree
Electronic energy   -4131.20850 Eh
Relative energy (zero: lowest compared OMol25 entry of this formula, charge and spin)   20.2 kJ/mol


C40H35MnN5OS2Si as an isolated structure, computed with wB97M-V/def2-TZVPD.

```
! RIJCOSX wB97M-V def2-TZVPD def2/J DEFGRID3
* xyz 0 4
Mn -0.173 0.617 0.565
C 0.898 -3.487 1.502
C 0.147 -2.263 1.064
N 0.743 -1.113 0.988
N 2.109 -1.119 1.286
C 2.698 -0.023 0.983
S 1.954 1.418 0.394
S 4.450 0.059 1.117
C 4.906 -1.640 0.640
C 4.273 -2.090 -0.651
C 4.323 -1.305 -1.800
C 3.714 -1.732 -2.969
C 3.048 -2.951 -3.008
C 3.001 -3.742 -1.871
C 3.611 -3.308 -0.700
C -1.265 -2.428 0.732
C -1.731 -3.713 0.401
C -3.047 -3.949 0.085
C -3.953 -2.888 0.131
C -3.532 -1.624 0.462
C -2.180 -1.357 0.746
O -1.840 -0.124 1.052
H 1.799 -3.211 2.039
H 1.190 -4.072 0.628
H 0.257 -4.109 2.122
H 4.654 -2.322 1.449
H 5.994 -1.591 0.555
H 4.817 -0.342 -1.767
H 3.752 -1.108 -3.852
H 2.571 -3.281 -3.921
H 2.488 -4.695 -1.891
H 3.572 -3.922 0.191
H -1.031 -4.537 0.377
H -3.374 -4.942 -0.187
H -4.998 -3.063 -0.096
H -4.220 -0.791 0.523
N -8.020 3.015 -5.431
C -7.077 2.770 -4.823
C -5.894 2.466 -4.059
C -4.710 3.153 -4.313
C -3.578 2.866 -3.573
C -3.616 1.893 -2.578
C -4.799 1.202 -2.338
C -5.937 1.487 -3.071
C -2.401 1.566 -1.780
C -1.738 0.399 -2.105
C -2.037 -0.503 -3.177
C -1.032 -1.431 -3.201
C -0.149 -1.080 -2.138
N -0.560 -0.013 -1.490
C -1.998 2.520 -0.818
C -2.487 3.833 -0.688
C -1.671 4.491 0.222
C -0.727 3.552 0.644
N -0.919 2.371 0.043
H -4.683 3.905 -5.090
H -2.652 3.390 -3.768
H -4.819 0.432 -1.578
H -6.859 0.953 -2.886
H -2.882 -0.427 -3.842
H -0.910 -2.256 -3.883
H 0.763 -1.590 -1.852
H -3.317 4.249 -1.233
H -1.737 5.518 0.538
H 0.072 3.680 1.360
C -0.260 -0.540 3.906
Si -0.377 1.118 3.052
C -2.073 1.853 3.319
C 0.931 2.274 3.716
C 0.654 3.625 3.943
C 1.636 4.490 4.407
C 2.915 4.017 4.657
C 3.208 2.676 4.451
C 2.225 1.817 3.987
H -0.478 -0.418 4.969
H 0.734 -0.977 3.808
H -0.989 -1.229 3.481
H -2.224 2.023 4.388
H -2.831 1.158 2.959
H -2.208 2.797 2.793
H -0.342 4.010 3.760
H 1.401 5.533 4.574
H 3.683 4.691 5.015
H 4.204 2.300 4.647
H 2.474 0.773 3.829
*
```

Calculated values
Maximum force   0.243 eV Å⁻¹
Frontier orbital gap (spin up / spin down)   0.25525 / 0.24405 hartree
Electronic energy   -4131.21621 Eh
Relative energy (zero: lowest compared OMol25 entry of this formula, charge and spin)   0.0 kJ/mol


C40H36AuN4S5 as an isolated structure, computed with wB97M-V/def2-TZVPD.

```
! RIJCOSX wB97M-V def2-TZVPD def2/J DEFGRID3
* xyz 1 1
Au -1.313 2.086 1.439
N -1.646 0.154 2.181
S -1.645 -0.982 1.252
N -1.187 -0.714 -0.294
S 0.222 -0.801 -0.901
N 1.497 -0.612 -0.049
S 1.782 0.859 0.679
N 0.717 1.618 1.300
C 3.030 0.323 1.827
C 3.785 -0.828 1.641
C 4.734 -1.163 2.595
C 4.912 -0.358 3.714
C 4.144 0.784 3.888
C 3.193 1.133 2.941
C 2.700 1.715 -0.591
C 3.783 1.126 -1.229
C 4.436 1.835 -2.225
C 4.004 3.110 -2.571
C 2.920 3.683 -1.922
C 2.259 2.985 -0.921
C 0.140 0.345 -2.245
C -0.828 1.336 -2.253
C -0.761 2.308 -3.242
C 0.252 2.272 -4.188
C 1.219 1.272 -4.157
C 1.174 0.299 -3.176
C 0.494 -2.384 -1.641
C -0.349 -2.747 -2.686
C -0.222 -4.013 -3.230
C 0.728 -4.894 -2.722
C 1.550 -4.516 -1.671
C 1.439 -3.250 -1.116
C -3.237 -1.712 0.954
C -3.533 -2.436 -0.194
C -4.801 -2.975 -0.333
C -5.752 -2.780 0.661
C -5.445 -2.043 1.795
C -4.178 -1.500 1.949
C -0.638 -2.322 1.865
C -0.790 -3.633 1.436
C 0.071 -4.599 1.935
C 1.066 -4.246 2.838
C 1.202 -2.929 3.257
C 0.339 -1.956 2.778
H 3.622 -1.458 0.779
H 5.331 -2.056 2.467
H 5.653 -0.626 4.455
H 4.280 1.404 4.764
H 2.567 2.008 3.063
H 4.116 0.133 -0.958
H 5.287 1.395 -2.728
H 4.522 3.660 -3.345
H 2.584 4.676 -2.190
H 1.409 3.419 -0.411
H -1.603 1.353 -1.500
H -1.501 3.097 -3.262
H 0.295 3.033 -4.956
H 2.011 1.257 -4.893
H 1.931 -0.474 -3.125
H -1.082 -2.049 -3.071
H -0.858 -4.312 -4.052
H 0.825 -5.882 -3.152
H 2.283 -5.208 -1.278
H 2.059 -2.939 -0.287
H -2.791 -2.560 -0.972
H -5.052 -3.537 -1.223
H -6.743 -3.198 0.543
H -6.193 -1.882 2.559
H -3.919 -0.900 2.812
H -1.571 -3.906 0.738
H -0.043 -5.629 1.624
H 1.730 -5.007 3.227
H 1.973 -2.658 3.966
H 0.402 -0.924 3.100
C -5.104 4.643 0.979
C -3.678 4.157 0.996
S -3.522 2.492 1.550
C -2.619 4.873 0.631
C -2.656 6.289 0.137
S -0.991 4.195 0.689
H -5.742 3.986 1.571
H -5.505 4.664 -0.036
H -5.185 5.644 1.401
H -3.651 6.717 0.252
H -2.385 6.343 -0.920
H -1.952 6.914 0.690
*
```

Calculated values
Maximum force   0.452 eV Å⁻¹
Frontier orbital gap   0.24316 hartree
Electronic energy   -3891.06997 Eh
Relative energy (zero: lowest compared OMol25 entry of this formula, charge and spin)   0.0 kJ/mol


C40H36BrCl2F4MoN4O2PS2Si as an isolated structure, computed with wB97M-V/def2-TZVPD.

```
! RIJCOSX wB97M-V def2-TZVPD def2/J DEFGRID3
* xyz 2 3
Mo -1.161 0.078 -0.465
C -1.497 -5.282 3.060
Si 0.043 -4.236 3.033
C 0.956 -4.329 4.653
C 1.148 -4.705 1.610
C -0.553 -2.425 2.863
C -0.952 -1.736 4.007
C -1.435 -0.427 3.963
C -1.514 0.208 2.748
N -1.130 -0.433 1.633
C -0.682 -1.693 1.686
S -0.339 -2.173 0.033
H -1.245 -6.341 3.168
H -2.069 -5.171 2.135
H -2.150 -5.013 3.895
H 1.438 -5.306 4.751
H 0.299 -4.211 5.519
H 1.739 -3.568 4.714
H 1.633 -5.654 1.859
H 1.936 -3.970 1.427
H 0.596 -4.855 0.680
H -0.886 -2.222 4.976
H -1.744 0.088 4.862
H -1.892 1.208 2.625
F 1.117 6.404 3.775
C 1.019 5.331 3.028
C 2.144 4.601 2.706
F 3.328 4.976 3.142
C 2.021 3.475 1.910
F 3.150 2.847 1.604
C 0.790 3.018 1.435
P 0.866 1.518 0.370
C 1.784 2.217 -1.029
C 3.099 1.894 -1.345
C 3.728 2.539 -2.403
C 3.058 3.514 -3.129
C 1.749 3.849 -2.802
C 1.111 3.200 -1.758
C 1.872 0.380 1.377
C 2.750 -0.546 0.823
C 3.418 -1.454 1.631
C 3.207 -1.457 3.001
C 2.329 -0.540 3.565
C 1.667 0.374 2.761
C -0.322 3.810 1.734
Br -2.012 3.496 0.983
C -0.211 4.937 2.526
F -1.271 5.680 2.806
H 3.651 1.167 -0.763
H 4.755 2.291 -2.641
H 3.563 4.026 -3.939
H 1.225 4.620 -3.353
H 0.090 3.470 -1.514
H 2.961 -0.584 -0.235
H 4.109 -2.152 1.173
H 3.734 -2.162 3.633
H 2.165 -0.527 4.635
H 0.997 1.085 3.226
Cl -2.539 -1.491 -2.010
C -3.336 -0.445 -3.192
C -4.077 -1.065 -4.178
C -4.721 -0.262 -5.107
C -4.608 1.117 -5.029
C -3.850 1.698 -4.025
Cl -3.737 3.421 -3.970
C -3.184 0.927 -3.063
S -2.237 1.734 -1.814
H -4.145 -2.144 -4.223
H -5.310 -0.713 -5.894
H -5.103 1.754 -5.749
C -5.068 1.629 0.723
C -4.398 0.359 0.304
N -5.156 -0.604 -0.210
O -3.164 0.215 0.432
H -6.140 1.515 0.872
H -4.904 2.370 -0.065
H -4.607 1.991 1.640
H -6.157 -0.513 -0.248
H -4.736 -1.482 -0.469
N 4.216 -2.502 -3.812
C 3.515 -1.986 -2.784
O 3.785 -2.190 -1.611
C 2.354 -1.087 -3.125
C 2.233 -0.336 -4.281
C 1.145 0.513 -4.391
C 0.232 0.592 -3.361
N 0.330 -0.137 -2.224
C 1.390 -0.956 -2.142
H 4.992 -3.107 -3.595
H 3.909 -2.442 -4.766
H 2.975 -0.378 -5.069
H 1.006 1.139 -5.262
H -0.594 1.275 -3.427
H 1.505 -1.537 -1.245
*
```

Calculated values
Maximum force   0.706 eV Å⁻¹
Frontier orbital gap (spin up / spin down)   0.26275 / 0.24693 hartree
Electronic energy   -7304.31120 Eh
Relative energy (zero: lowest compared OMol25 entry of this formula, charge and spin)   0.0 kJ/mol


> Which value of relative energy (zero: lowest compared OMol25 entry of this formula, charge and spin) does entry 1 give?

20.2 kJ/mol


> Which of these has the highest maximum force?

C40H36BrCl2F4MoN4O2PS2Si